# 1
Computed, not measured: one molecule with the formula CHClS2 at a distorted geometry, with ωB97M-V with the def2-TZVPD basis set.

Geometry as ORCA input:
```
! wB97M-V def2-TZVPD RIJCOSX def2/J DEFGRID3
* xyz 0 1
C -0.29613 0.18737 0.44428
S -1.87725 0.26376 0.43644
S 0.70351 0.45714 -1.40350
Cl 0.79466 -0.07390 1.73159
H 0.67521 -0.83437 -1.20881
*
```

Output
HOMO energy: -9.20 eV
Energy above the lowest of the compared OMol25 structures with the same formula, charge and spin: 164.71 kJ/mol
Orbital gap: 8.354 eV
LUMO: -0.843 eV



# 2
Computed, not measured: a 2-piece molecular cluster, CHF2NO2 overall at a distorted geometry, with ωB97M-V with the def2-TZVPD basis set.

Geometry as ORCA input:
```
! wB97M-V def2-TZVPD RIJCOSX def2/J DEFGRID3
* xyz 0 1
C 1.17767 0.93986 0.48605
N 2.11031 -0.35138 0.11370
O 2.39076 -1.00747 1.09241
O 2.25982 -0.52425 -1.05655
F -0.09582 0.59420 0.37202
F 1.48026 1.99539 -0.14351
H 1.42888 1.19275 2.01593
*
```

Output
HOMO energy: -11.32 eV
Energy above the lowest of the compared OMol25 structures with the same formula, charge and spin: 231.80 kJ/mol
Orbital gap: 11.127 eV
LUMO: -0.193 eV



# 3
Computed, not measured: one molecule with the formula CHF2P at a distorted geometry, with ωB97M-V with the def2-TZVPD basis set.

Geometry as ORCA input:
```
! wB97M-V def2-TZVPD RIJCOSX def2/J DEFGRID3
* xyz 0 1
C 2.09847 0.06864 0.25259
F 3.22406 0.66221 -0.03452
F 2.13232 -1.15111 -0.15485
P 0.31424 1.21103 -0.03826
H -0.83430 0.35206 0.25029
*
```

Output
HOMO energy (alpha / beta): -8.87 / -8.41 eV
Energy above the lowest of the compared OMol25 structures with the same formula, charge and spin: 197.67 kJ/mol
Orbital gap (alpha / beta): 8.236 / 7.026 eV
LUMO (alpha / beta): -0.630 / -1.385 eV



# 4
Computed, not measured: CHF3InNO3S as an isolated structure at a distorted geometry, with ωB97M-V with the def2-TZVPD basis set.

Geometry as ORCA input:
```
! wB97M-V def2-TZVPD RIJCOSX def2/J DEFGRID3
* xyz 1 2
In 2.33197 -0.48840 0.45068
O 1.23252 0.78658 1.51212
N 0.18619 1.34686 1.03671
S -0.14721 0.70582 -0.55653
O 0.97484 -0.20574 -0.93535
O -0.56610 1.74547 -1.47928
C -1.62542 -0.43318 -0.34580
F -1.20388 -1.63159 -0.00157
F -2.40362 0.06174 0.59345
F -2.27884 -0.49352 -1.48755
H 3.49956 -1.39404 1.21311
*
```

Output
HOMO energy (alpha / beta): -14.83 / -15.36 eV
Energy above the lowest of the compared OMol25 structures with the same formula, charge and spin: 0.00 kJ/mol
Orbital gap (alpha / beta): 8.984 / 9.000 eV
LUMO (alpha / beta): -5.846 / -6.362 eV



What did the second record say?
Computed, not measured: a 2-piece molecular cluster, CHF2NO2 overall at a distorted geometry, with ωB97M-V with the def2-TZVPD basis set.

Geometry as ORCA input:
```
! wB97M-V def2-TZVPD RIJCOSX def2/J DEFGRID3
* xyz 0 1
C 1.17767 0.93986 0.48605
N 2.11031 -0.35138 0.11370
O 2.39076 -1.00747 1.09241
O 2.25982 -0.52425 -1.05655
F -0.09582 0.59420 0.37202
F 1.48026 1.99539 -0.14351
H 1.42888 1.19275 2.01593
*
```

Output
HOMO energy: -11.32 eV
Energy above the lowest of the compared OMol25 structures with the same formula, charge and spin: 231.80 kJ/mol
Orbital gap: 11.127 eV
LUMO: -0.193 eV



Which of these has the highest energy above the lowest of the compared OMol25 structures with the same formula, charge and spin? CHF2NO2



Copy entry 3 word for word.
Computed, not measured: one molecule with the formula CHF2P at a distorted geometry, with ωB97M-V with the def2-TZVPD basis set.

Geometry as ORCA input:
```
! wB97M-V def2-TZVPD RIJCOSX def2/J DEFGRID3
* xyz 0 1
C 2.09847 0.06864 0.25259
F 3.22406 0.66221 -0.03452
F 2.13232 -1.15111 -0.15485
P 0.31424 1.21103 -0.03826
H -0.83430 0.35206 0.25029
*
```

Output
HOMO energy (alpha / beta): -8.87 / -8.41 eV
Energy above the lowest of the compared OMol25 structures with the same formula, charge and spin: 197.67 kJ/mol
Orbital gap (alpha / beta): 8.236 / 7.026 eV
LUMO (alpha / beta): -0.630 / -1.385 eV